# 1
Here is one molecule with the formula C14H11NO5 from the OMol25 dataset. Energies are from ωB97M-V/def2-TZVPD.

Geometry as XYZ:
```
31
Properties=species:S:1:pos:R:3:nbo_charge:R:1
O -1.629 1.014 1.146 -0.62
C -0.724 0.577 0.496 0.99
O 0.504 0.343 0.933 -0.49
C 0.737 0.640 2.319 -0.10
C 2.141 0.228 2.661 0.03
C 2.385 -0.719 3.645 -0.23
C 3.684 -1.088 3.952 -0.21
C 4.747 -0.519 3.271 -0.21
C 4.508 0.421 2.283 -0.19
C 3.212 0.796 1.981 -0.23
O -0.762 0.216 -0.798 -0.48
C -1.892 0.371 -1.577 0.23
C -2.892 1.321 -1.369 0.01
N -3.925 1.449 -2.183 -0.40
C -4.024 0.658 -3.230 0.08
C -3.076 -0.323 -3.531 -0.21
C -3.260 -1.172 -4.733 0.78
O -4.187 -1.083 -5.494 -0.58
O -2.277 -2.068 -4.897 -0.68
C -1.985 -0.466 -2.683 -0.16
H 0.002 0.104 2.927 0.20
H 0.591 1.716 2.474 0.20
H 1.558 -1.168 4.175 0.21
H 3.865 -1.823 4.721 0.22
H 5.759 -0.810 3.509 0.22
H 5.335 0.865 1.748 0.21
H 3.022 1.527 1.210 0.22
H -2.870 1.995 -0.525 0.23
H -4.885 0.797 -3.868 0.22
H -2.442 -2.597 -5.693 0.50
H -1.220 -1.202 -2.870 0.25
```

Results
* orbital gap: 9.787 eV
* F_max: 0.012 hartree/bohr
* SMILES: O=C(OCc1ccccc1)Oc1cncc(C(=O)O)c1
* DFT total energy: -26424.6775 eV
* charge: 0

***

# 2
Here is C48H36BF2FeN4O4S as an isolated structure in a non-equilibrium geometry from the OMol25 dataset. Energies are from ωB97M-V/def2-TZVPD.

Geometry as XYZ:
```
97
Properties=species:S:1:pos:R:3:mulliken_charge:R:1
Fe 0.063 -0.330 0.211 -0.50
C -0.344 8.418 4.943 -0.73
O -1.211 7.988 3.923 -0.47
C -0.990 6.740 3.426 0.99
C -1.650 6.285 2.275 -0.95
C -1.395 5.011 1.749 -0.19
C -0.472 4.174 2.321 -0.28
C 0.092 4.551 3.528 -0.34
C -0.178 5.801 4.099 -0.62
C -0.298 2.737 1.790 0.09
C -1.298 1.837 1.874 0.54
C -2.467 1.990 2.898 -0.35
C -3.214 0.710 2.654 -1.36
C -2.452 0.007 1.742 0.59
N -1.397 0.646 1.188 -0.56
C -2.785 -1.367 1.308 0.68
C -2.310 -1.905 0.132 -0.13
C -2.954 -2.970 -0.578 -0.97
C -2.508 -3.019 -1.855 -1.41
C -1.424 -2.037 -1.920 0.42
C -0.528 -1.811 -2.996 0.90
C -0.956 -2.024 -4.389 0.24
C -0.004 -1.993 -5.428 -0.20
C -0.301 -1.801 -6.778 -0.47
C -1.633 -1.593 -7.175 0.66
O -1.883 -1.401 -8.539 -0.49
C -1.092 -2.046 -9.502 -0.81
C -2.629 -1.543 -6.178 -1.12
C -2.293 -1.761 -4.852 -0.27
C 0.818 -1.425 -2.631 0.39
N 1.110 -0.579 -1.611 -0.27
C 2.511 -0.467 -1.514 0.35
C 3.183 0.278 -0.621 1.21
C 4.698 0.168 -0.526 -0.62
C 5.595 0.409 -1.564 -0.51
C 6.924 0.133 -1.383 -0.50
C 7.401 -0.408 -0.163 0.90
O 8.720 -0.547 0.146 -0.47
C 9.600 -1.111 -0.847 -0.88
C 6.523 -0.737 0.826 -0.55
C 5.161 -0.481 0.610 -0.20
C 2.628 1.215 0.242 0.15
C 3.187 2.419 0.796 -1.19
C 2.121 3.128 1.401 -0.82
C 0.965 2.388 1.161 0.79
N 1.214 1.244 0.456 0.22
C 3.118 -1.285 -2.499 -0.69
C 2.123 -1.927 -3.132 -1.37
N -1.350 -1.368 -0.728 0.28
C -3.518 -2.266 2.189 -0.97
C -4.890 -2.272 2.249 0.05
C -5.520 -3.291 3.008 -0.64
C -4.774 -4.229 3.679 0.88
O -5.579 -5.135 4.396 -0.44
C -5.159 -6.499 4.472 -0.76
C -3.363 -4.248 3.551 -0.82
C -2.752 -3.224 2.883 -0.12
H -0.681 8.379 6.005 0.26
H -0.088 9.482 4.820 0.26
H 0.560 7.827 4.889 0.32
H -2.341 6.938 1.758 0.37
H -1.901 4.800 0.802 0.46
H 0.719 3.819 4.052 0.50
H 0.295 6.101 5.017 0.27
H -2.011 2.225 3.830 0.37
H -3.883 0.271 3.414 0.47
H -3.762 -3.586 -0.185 0.42
H -2.957 -3.567 -2.648 0.50
H 1.051 -2.116 -5.047 -0.08
H 0.497 -1.849 -7.441 0.38
H -1.484 -1.975 -10.548 0.25
H -0.978 -3.095 -9.237 0.37
H -0.077 -1.652 -9.594 0.27
H -3.671 -1.327 -6.290 0.40
H -3.032 -1.395 -4.128 0.32
H 5.266 0.914 -2.449 0.53
H 7.665 0.293 -2.165 0.19
H 10.489 -1.374 -0.285 0.26
H 9.843 -0.391 -1.609 0.29
H 9.159 -2.002 -1.202 0.38
H 6.804 -1.231 1.830 0.25
H 4.405 -0.767 1.322 0.51
H 4.240 2.768 0.904 0.35
H 2.321 4.044 2.029 0.28
H 4.106 -1.608 -2.651 0.44
H 2.387 -2.824 -3.687 0.35
H -5.390 -1.493 1.795 0.66
H -6.587 -3.344 3.013 0.39
H -5.932 -7.048 5.016 0.24
H -4.161 -6.675 4.910 0.24
H -5.205 -6.884 3.464 0.34
H -2.773 -4.959 4.091 0.27
H -1.653 -3.193 2.824 0.42
S 1.021 -1.727 1.488 -0.81
F -4.606 3.130 3.439 -0.36
B -3.789 2.672 2.458 0.63
F -4.047 3.241 1.282 -0.30
```

Results
* orbital gap (spin up / spin down): 3.795 / 4.527 eV
* F_max: 0.076 hartree/bohr
* relative energy (zero: lowest compared OMol25 entry of this formula, charge and spin): 152.9 kJ/mol
* DFT total energy: -115843.4737 eV
* 2S+1: 6
* charge: -2

***

# 3
Here is a 10-piece molecular cluster, C33H62N5O15 overall in a non-equilibrium geometry from the OMol25 dataset. Energies are from ωB97M-V/def2-TZVPD.

Geometry as XYZ:
```
115
Properties=species:S:1:pos:R:3:mulliken_charge:R:1
C -0.182 0.796 -0.256 1.16
C -0.640 -0.055 -1.414 1.05
O -0.061 -1.176 -1.499 -1.37
O -1.545 0.358 -2.181 -1.21
H 0.733 0.464 0.225 0.09
H -0.978 1.006 0.462 -1.43
H 0.034 1.794 -0.665 -0.14
C -3.614 0.836 0.643 -0.10
C -3.778 1.366 2.028 0.60
O -3.723 2.555 2.329 -0.72
N -3.956 0.424 2.987 0.05
C -4.072 0.634 4.405 -0.84
H -3.471 1.692 -0.011 -0.10
H -4.366 0.102 0.359 0.51
H -2.690 0.252 0.576 -0.31
H -3.773 -0.516 2.663 0.30
H -4.002 -0.276 5.006 0.33
H -4.977 1.195 4.615 0.34
H -3.173 1.089 4.841 0.13
C 1.663 -3.587 -3.537 -0.78
C 0.631 -3.148 -4.566 0.81
O 0.674 -3.468 -5.739 -0.73
N -0.351 -2.439 -4.003 0.35
C -1.512 -1.954 -4.721 -0.72
H 1.684 -3.041 -2.598 0.07
H 2.663 -3.645 -3.968 0.42
H 1.521 -4.623 -3.202 0.19
H -0.363 -2.049 -3.060 0.06
H -2.340 -2.662 -4.608 0.31
H -1.336 -1.808 -5.785 0.40
H -1.806 -1.000 -4.295 0.02
C 0.174 2.064 6.720 -1.36
C 0.448 2.382 5.249 0.79
O 1.419 3.050 4.926 -0.64
N -0.384 1.783 4.400 0.17
C -0.236 1.860 2.959 -0.48
H 1.161 1.979 7.182 0.38
H -0.378 1.138 6.851 0.33
H -0.202 2.939 7.251 0.37
H -1.284 1.493 4.740 -0.03
H 0.831 1.747 2.765 0.41
H -0.590 2.779 2.491 0.50
H -0.705 1.061 2.385 0.08
C 1.107 1.743 -4.072 -0.26
C 0.281 1.740 -5.370 0.43
O 0.744 2.136 -6.424 -0.70
N -0.992 1.353 -5.153 0.48
C -1.986 1.450 -6.194 -1.12
H 1.018 0.756 -3.607 -0.11
H 0.729 2.502 -3.388 0.07
H 2.173 1.929 -4.180 0.49
H -1.227 0.872 -4.294 -0.19
H -1.634 1.101 -7.164 0.36
H -2.369 2.469 -6.292 0.32
H -2.854 0.829 -5.964 0.34
C 6.893 2.074 0.463 -1.14
C 5.700 2.078 -0.457 0.68
O 5.847 2.350 -1.638 -0.67
N 4.531 1.849 0.162 0.11
C 3.157 2.093 -0.277 -0.68
H 6.848 2.853 1.233 0.29
H 7.840 2.085 -0.061 0.33
H 6.857 1.258 1.199 0.31
H 4.608 1.473 1.093 0.20
H 3.061 3.121 -0.611 0.40
H 2.484 1.958 0.570 -0.17
H 2.807 1.295 -0.932 0.41
O -3.321 -2.461 2.139 -0.75
C -2.895 -2.972 1.142 0.31
O -2.849 -2.390 -0.040 -0.27
C -2.452 -3.272 -1.068 0.84
C -2.514 -4.682 -0.468 -0.82
C -2.441 -4.413 1.038 0.17
H -1.482 -3.148 -1.546 -0.87
H -3.163 -3.227 -1.895 0.35
H -1.787 -5.370 -0.891 0.45
H -3.500 -5.166 -0.450 0.24
H -1.370 -4.492 1.273 -0.74
H -2.933 -5.066 1.751 0.62
O 5.134 0.873 3.629 -0.61
C 4.039 0.408 3.570 0.36
O 3.196 0.580 2.495 -0.16
C 1.942 -0.079 2.697 1.55
C 1.811 -0.259 4.224 0.93
C 3.303 -0.430 4.580 -0.78
H 1.797 -1.054 2.235 -0.38
H 1.233 0.655 2.314 -1.55
H 1.281 -1.166 4.506 0.55
H 1.385 0.608 4.724 -0.93
H 3.730 -1.391 4.257 0.25
H 3.570 -0.248 5.616 0.42
O 0.919 -3.570 3.243 -0.58
C 0.975 -3.901 2.092 0.33
O 0.787 -2.963 1.125 -0.09
C 1.143 -3.517 -0.147 1.35
C 1.427 -5.014 0.050 -0.74
C 0.983 -5.288 1.489 -0.60
H 2.092 -3.056 -0.418 0.58
H 0.398 -3.458 -0.934 -1.27
H 2.485 -5.210 -0.117 0.40
H 0.854 -5.605 -0.664 0.27
H 1.623 -5.975 2.035 0.46
H -0.044 -5.655 1.510 0.30
O -1.862 6.841 -3.556 -0.59
C -1.944 5.870 -2.874 0.43
O -1.631 5.892 -1.557 -0.41
C -1.693 4.607 -0.913 -0.15
C -2.000 3.636 -2.059 1.22
C -2.398 4.484 -3.263 -0.25
H -2.541 4.516 -0.234 0.21
H -0.783 4.332 -0.389 0.20
H -2.683 2.822 -1.822 0.06
H -1.127 3.079 -2.406 -1.07
H -3.478 4.439 -3.425 0.27
H -1.985 4.098 -4.193 0.06
```

Results
* orbital gap: 8.567 eV
* F_max: 0.049 hartree/bohr
* relative energy (zero: lowest compared OMol25 entry of this formula, charge and spin): 0.0 kJ/mol
* DFT total energy: -73393.8791 eV
* charge: -1

***

# 4
Here is C17H35ClGaNO6Si as an isolated structure in a non-equilibrium geometry from the OMol25 dataset. Energies are from ωB97M-V/def2-TZVPD.

Geometry as XYZ:
```
62
Properties=species:S:1:pos:R:3:nbo_charge:R:1
C -0.359 -2.480 -4.380 -1.08
Si -1.432 -0.903 -4.561 1.01
C -1.815 -0.697 -6.420 -1.09
C -3.057 -1.025 -3.566 -1.09
Ga -0.127 0.873 -3.598 1.01
C 1.863 0.549 -4.063 -0.57
O 2.668 1.659 -3.589 -0.31
O 3.182 2.374 -4.674 -0.45
C -0.226 0.580 -1.536 -0.98
C -1.128 1.506 -0.852 0.80
O -0.759 2.218 0.014 -0.62
O -2.457 1.530 -1.202 -0.75
C -0.747 2.769 -4.113 -0.97
C -1.301 2.865 -5.464 0.60
O -2.408 2.694 -5.722 -0.55
Cl -0.115 3.229 -6.777 -0.17
H -0.867 -3.381 -4.718 0.21
H 0.014 -2.574 -3.366 0.23
H 0.521 -2.322 -4.999 0.22
H -1.176 -1.384 -6.974 0.22
H -2.850 -0.955 -6.627 0.22
H -1.621 0.293 -6.814 0.24
H -2.903 -0.614 -2.578 0.24
H -3.804 -0.426 -4.081 0.23
H -3.435 -2.043 -3.481 0.21
H 2.021 0.336 -5.116 0.18
H 2.174 -0.311 -3.469 0.17
H 3.808 1.777 -5.103 0.43
H 0.765 0.736 -1.134 0.23
H -0.491 -0.452 -1.315 0.24
H -2.619 2.292 -1.770 0.49
H 0.080 3.467 -4.044 0.24
H -1.550 3.060 -3.450 0.21
C 0.850 -2.956 5.796 -0.60
C 0.805 -1.495 5.353 0.10
C 2.202 -0.878 5.414 -0.42
C 2.220 0.566 4.917 -0.40
C 1.617 0.680 3.515 -0.42
C 0.272 -0.032 3.325 0.11
N 0.226 -1.377 3.984 0.01
O 0.802 -2.238 3.222 -0.38
C -0.887 0.834 3.855 -0.63
C 0.005 -0.129 1.825 -0.62
C -0.089 -0.814 6.411 -0.62
H 1.382 -3.597 5.096 0.24
H 1.362 -3.032 6.756 0.20
H -0.159 -3.353 5.919 0.21
H 2.898 -1.475 4.815 0.22
H 2.575 -0.916 6.441 0.21
H 1.690 1.223 5.611 0.19
H 3.252 0.927 4.894 0.21
H 1.504 1.733 3.255 0.22
H 2.342 0.268 2.806 0.21
H -1.834 0.299 3.769 0.22
H -0.974 1.747 3.264 0.23
H -0.767 1.159 4.887 0.19
H 0.830 -0.592 1.286 0.22
H -0.126 0.866 1.404 0.26
H -0.902 -0.701 1.617 0.21
H 0.191 -1.157 7.409 0.21
H -1.138 -1.069 6.257 0.22
H 0.001 0.268 6.437 0.21
```

Results
* orbital gap (spin up / spin down): 6.757 / 6.627 eV
* F_max: 0.089 hartree/bohr
* DFT total energy: -104745.7478 eV
* 2S+1: 2
* charge: -1

***

# 5
Here is C49H34Cl8N5O4S2Y as an isolated structure in a non-equilibrium geometry from the OMol25 dataset. Energies are from ωB97M-V/def2-TZVPD.

Geometry as XYZ:
```
103
Properties=species:S:1:pos:R:3:mulliken_charge:R:1
Y -0.846 -0.958 -0.859 1.47
C 2.462 -0.380 2.700 -1.42
C 2.494 -1.480 3.540 -0.92
C 1.633 -2.536 3.301 -0.72
C 0.772 -2.454 2.207 0.64
N 0.760 -1.404 1.398 0.81
C 1.574 -0.373 1.636 -0.33
C -0.198 -3.535 1.895 0.60
C -0.267 -4.695 2.664 -1.11
C -1.215 -5.645 2.350 -0.85
C -2.076 -5.426 1.295 -1.20
C -1.948 -4.249 0.561 1.14
N -1.016 -3.339 0.859 0.28
C -2.847 -3.963 -0.592 0.13
C -3.808 -4.883 -1.012 -0.99
C -4.596 -4.579 -2.105 -0.58
C -4.406 -3.376 -2.761 -0.98
C -3.419 -2.531 -2.290 -0.10
N -2.665 -2.812 -1.227 0.58
H 3.109 0.470 2.876 0.55
H 3.170 -1.511 4.385 0.46
H 1.638 -3.391 3.960 0.36
H 1.371 0.434 0.901 0.94
H 0.402 -4.858 3.494 0.35
H -1.288 -6.555 2.932 0.44
H -2.825 -6.163 1.054 0.37
H -3.941 -5.827 -0.508 0.35
H -5.344 -5.281 -2.448 0.44
H -4.991 -3.105 -3.627 0.44
H -3.207 -1.596 -2.789 0.45
Cl -0.032 -0.111 -8.438 -0.22
C -0.272 -0.698 -6.832 0.40
C -0.286 0.178 -5.750 -0.04
Cl -0.056 1.871 -6.006 -0.21
C -0.477 -0.297 -4.464 0.66
Cl -0.442 0.750 -3.085 -0.09
C -0.650 -1.671 -4.174 -1.19
O -0.832 -2.121 -2.990 -0.27
C -0.643 -2.531 -5.302 0.40
Cl -0.881 -4.216 -4.991 -0.23
C -0.456 -2.061 -6.591 0.11
Cl -0.454 -3.165 -7.918 -0.21
O 0.112 0.718 -0.359 -0.63
Cl 3.145 4.304 0.471 -0.24
C 1.469 4.393 0.907 0.62
C 0.632 5.290 0.257 -1.21
C -0.702 5.327 0.614 -0.35
C -1.217 4.489 1.601 0.05
C -2.687 4.548 1.927 -0.33
C -3.554 3.970 0.805 -1.60
N -3.425 2.530 0.662 0.33
C -4.190 1.574 1.292 -0.58
C -3.691 0.376 0.885 -0.87
N -2.642 0.581 0.018 0.15
C -2.495 1.883 -0.072 -0.51
O -3.082 5.900 2.113 -0.34
C -3.605 6.181 3.403 -0.72
C -2.651 5.833 4.513 0.27
C -1.381 6.317 4.628 0.63
Cl -0.622 7.464 3.606 -0.18
S -0.540 5.666 5.970 -0.17
C -1.900 4.732 6.420 -0.41
C -2.938 4.913 5.563 -0.68
C -0.349 3.613 2.229 1.51
Cl -0.924 2.551 3.480 -0.21
C 0.995 3.554 1.894 -1.07
H 1.026 5.941 -0.510 0.47
H -1.366 6.036 0.134 0.47
H -2.861 3.962 2.832 0.65
H -3.288 4.426 -0.149 0.34
H -4.597 4.208 1.012 0.35
H -4.999 1.837 1.951 0.44
H -4.031 -0.614 1.141 0.52
H -1.725 2.376 -0.644 0.49
H -4.546 5.640 3.563 0.32
H -3.827 7.248 3.393 0.28
H -1.853 4.089 7.284 0.44
H -3.888 4.405 5.659 0.37
H 1.654 2.853 2.380 0.49
O 1.745 -1.345 -2.552 -0.27
S 2.547 -1.377 -1.301 0.81
C 3.547 -2.864 -1.373 0.16
C 3.796 -3.469 -2.594 -0.45
C 4.540 -4.638 -2.621 -0.76
C 5.020 -5.189 -1.439 -0.46
C 4.747 -4.583 -0.221 -0.74
C 3.994 -3.417 -0.183 0.21
C 3.868 -0.182 -1.512 0.40
C 4.783 0.038 -0.491 -0.25
C 5.777 0.985 -0.673 -0.77
C 5.843 1.703 -1.862 -0.54
C 4.910 1.484 -2.863 -0.75
C 3.906 0.539 -2.690 -0.32
H 3.387 -3.028 -3.495 0.45
H 4.742 -5.125 -3.566 0.41
H 5.599 -6.103 -1.468 0.38
H 5.108 -5.025 0.699 0.42
H 3.748 -2.945 0.763 0.18
H 4.721 -0.527 0.431 0.29
H 6.500 1.166 0.112 0.42
H 6.619 2.445 -2.000 0.39
H 4.953 2.056 -3.781 0.45
H 3.148 0.359 -3.442 0.51
```

Results
* orbital gap: 6.273 eV
* F_max: 0.046 hartree/bohr
* relative energy (zero: lowest compared OMol25 entry of this formula, charge and spin): 212.0 kJ/mol
* DFT total energy: -189901.1889 eV
* charge: 0

***

# 6
Here is one molecule with the formula C3H6N2O in a non-equilibrium geometry from the OMol25 dataset. Energies are from ωB97M-V/def2-TZVPD.

Geometry as XYZ:
```
12
Properties=species:S:1:pos:R:3:nbo_charge:R:1
C -0.212 0.134 1.788 -0.44
C -0.090 -0.456 0.625 -0.07
N 0.504 0.264 -0.482 -0.35
N 0.958 -0.856 -1.494 -0.63
C -0.556 1.350 -0.951 0.53
O -0.734 1.597 -2.137 -0.49
H -0.086 -0.307 2.796 0.22
H -0.087 1.286 1.989 0.19
H -0.213 -1.532 0.593 0.20
H 0.066 -1.656 -1.418 0.33
H 1.765 -1.317 -1.131 0.36
H -1.316 1.493 -0.178 0.15
```

Results
* orbital gap: 9.559 eV
* F_max: 0.110 hartree/bohr
* relative energy (zero: lowest compared OMol25 entry of this formula, charge and spin): 484.3 kJ/mol
* SMILES: C=CN(N)C=O
* DFT total energy: -8231.6794 eV
* charge: 0